(1)
The following is a DFT calculation (ωB97M-V/def2-TZVPD) of a 8-piece molecular cluster, C4H22BF4N8O7 overall at a distorted geometry.

Geometry (Å):
B -0.9137 0.4025 -0.3188
F -0.7516 -0.7072 0.3680
F -1.4990 0.0647 -1.5308
F -1.7715 1.2334 0.3694
F 0.3483 1.0363 -0.4181
O -3.4309 -1.6591 -2.3033
H -3.9982 -1.1747 -1.7035
H -2.6607 -1.1007 -2.4087
O -3.4569 -0.4716 2.2825
H -4.2848 0.0058 2.3362
H -2.9457 0.0071 1.6301
O -0.9746 -2.8010 -0.9960
H -0.9233 -1.9226 -0.6191
H -0.9204 -2.6600 -1.9413
C 1.9611 -0.0836 -3.3842
O 2.9531 0.3806 -4.0153
N 1.9131 -1.2010 -2.6100
N 0.8981 0.6874 -3.0888
H 2.7285 -1.7957 -2.6484
H 1.1420 -1.4884 -2.0243
H 0.4068 0.4812 -2.2307
H 0.7521 1.4964 -3.6756
C -2.7970 4.1806 -0.7696
O -3.2259 5.1138 -1.3554
N -1.5954 3.7416 -0.8790
N -3.4673 3.4455 0.0133
H -0.8915 4.3905 -1.2009
H -1.2648 2.9547 -0.3391
H -2.9086 2.6929 0.3894
H -4.4327 3.5621 0.2863
C 3.4805 -0.2759 1.0598
O 4.3411 -0.3215 1.9466
N 3.1811 -1.2275 0.2727
N 2.7727 0.7626 0.7548
H 3.5309 -2.1748 0.2548
H 3.0829 -0.9607 -0.6964
H 1.8617 0.8093 0.3211
H 3.0388 1.5754 1.2919
C 1.3050 -2.5715 3.6640
O 1.2628 -3.7247 4.1280
N 1.9745 -1.5824 4.1802
N 0.6175 -2.2481 2.6907
H 2.2358 -0.8684 3.5154
H 2.5838 -1.7215 4.9736
H 0.8426 -1.4403 2.1279
H -0.1004 -2.8417 2.3002

Force components x, y, z for each atom (eV/Å):
B -0.293 1.409 -0.562
F 0.742 -2.445 2.454
F 0.437 0.596 -0.881
F -0.691 0.793 0.762
F -0.419 0.402 -0.558
O -0.445 -0.378 -0.483
H -0.036 0.093 0.162
H 0.069 0.183 0.131
O -0.115 -0.207 0.213
H -0.197 0.074 0.041
H 0.326 0.144 -0.245
O 0.580 -0.811 -0.373
H -0.199 -0.093 0.215
H -0.281 -0.190 -0.255
C 1.926 2.870 0.718
O -2.018 -2.268 0.528
N 1.623 -1.536 -0.374
N -0.628 0.242 -1.076
H -0.305 -0.055 -0.022
H 0.004 0.100 -0.341
H -0.216 0.639 -0.840
H -0.114 -0.052 0.619
C -0.675 1.497 -1.128
O -1.477 3.937 -2.191
N 6.321 -1.009 -1.010
N -3.462 -4.115 4.476
H -0.232 -0.255 -0.156
H 0.056 0.398 -0.204
H -1.117 -0.139 0.451
H 0.438 0.175 -0.423
C 3.203 0.592 3.536
O -0.385 0.159 0.296
N -1.173 -6.019 -5.133
N -1.222 5.088 0.734
H 0.470 0.329 1.125
H -0.664 0.290 0.107
H 0.289 -0.496 -0.096
H -0.194 0.081 -0.149
C 1.591 -5.451 4.864
O 0.202 0.231 0.616
N 2.726 3.073 1.776
N -4.839 2.275 -7.679
H 0.305 0.259 0.551
H -0.011 -0.240 -0.499
H -0.388 0.006 0.167
H 0.487 -0.177 0.135

## Properties
Highest occupied orbital energy ... -6.895 eV
HOMO-LUMO gap ... 0.342 hartree
Net charge ... -1
ΔE to the lowest compared entry with this formula, charge and spin ... 0.00 kJ/mol

(2)
The following is a DFT calculation (ωB97M-V/def2-TZVPD) of a 6-piece molecular cluster, C4H22N2O6 overall at a distorted geometry.

Geometry (Å):
N -1.9319 2.5024 1.9631
C -2.1041 2.0473 0.5337
C -1.9930 0.4801 0.5379
C -1.5350 -0.0225 -0.9213
N -2.7654 -0.1728 -1.7066
C -0.9506 -1.4914 -0.6138
O 0.3735 -1.6375 -1.1215
H -2.7643 2.2783 2.4697
H -1.7573 3.5121 2.0678
H -1.3087 2.5244 -0.0185
H -3.0770 2.2236 0.1122
H -2.8895 -0.0069 0.8547
H -1.1988 0.1223 1.2406
H -0.7823 0.6015 -1.3638
H -2.7457 0.4929 -2.5218
H -3.5749 0.2859 -1.2961
H -0.8817 -1.5769 0.4760
H -1.5683 -2.1991 -1.1635
H 0.3283 -1.7216 -2.0932
O 2.9266 2.1342 0.3594
H 3.6842 1.9171 -0.1939
H 2.5059 1.2971 0.5700
O 0.2136 0.6002 3.0129
H 0.9656 0.6211 2.4210
H -0.4466 1.2553 2.7459
O 4.2154 -0.7344 -1.8786
H 3.8393 -1.6049 -2.0949
H 3.3852 -0.2448 -1.8259
O 1.9473 -1.1645 1.1681
H 1.0561 -1.4186 0.9148
H 2.3210 -1.9624 1.5539
O 2.5040 -2.8658 -1.5752
H 2.1340 -2.5369 -0.7442
H 1.8750 -3.5347 -1.8689

Force components x, y, z for each atom (eV/Å):
N 0.211 0.370 -1.036
C 0.359 -1.535 2.228
C 3.163 1.191 -1.430
C -2.104 -2.164 3.408
N -0.312 1.973 -2.453
C 0.120 1.873 -1.604
O -0.358 0.101 -0.397
H -0.455 -0.008 0.468
H -0.259 -0.709 -0.311
H 0.099 -0.107 -0.435
H -0.442 0.892 -0.266
H -0.831 -0.286 -0.062
H -0.685 0.810 -0.393
H 0.355 0.311 -0.184
H 0.568 -1.285 0.415
H 0.128 -0.494 0.949
H -0.239 -0.660 -0.377
H -0.467 -0.194 0.749
H 0.128 0.122 0.735
O -0.090 0.256 -0.100
H -0.026 -0.131 0.097
H 0.149 -0.291 -0.016
O -0.192 -0.467 0.553
H 0.066 0.169 -0.168
H 0.168 0.378 -0.248
O -0.552 -0.056 -0.245
H 0.425 -0.063 0.179
H 0.211 0.315 0.112
O 0.174 -0.035 -0.044
H -0.066 0.081 -0.045
H 0.152 0.097 0.227
O 0.357 -0.711 -0.086
H 0.067 0.200 -0.276
H 0.177 0.057 0.056

## Properties
Highest occupied orbital energy ... -9.584 eV
HOMO-LUMO gap ... 0.362 hartree
Structure (SMILES) ... NCC[C@H](N)CO.O.O.O.O.O
ΔE to the lowest compared entry with this formula, charge and spin ... 190.43 kJ/mol

(3)
The following is a DFT calculation (ωB97M-V/def2-TZVPD) of a 7-piece molecular cluster, C4H22N2O7 overall at a distorted geometry.

Geometry (Å):
C 1.6889 0.0856 1.0170
C 0.2410 -0.5348 0.9308
N 0.0997 -1.3372 -0.2894
C -0.0267 -1.2997 2.1653
N -0.4631 -0.4302 3.2767
C -1.7346 0.0421 3.2759
O -2.6503 -0.2661 2.4850
H 2.4348 -0.7193 1.1763
H 1.9569 0.8606 0.2236
H 2.0307 0.5839 1.9243
H -0.4888 0.2836 0.7698
H 0.7895 -2.0918 -0.2265
H 0.4266 -0.7714 -1.1122
H -0.8170 -2.0725 1.9981
H 0.8648 -1.8983 2.5381
H 0.1572 0.1230 3.8564
H -2.0183 0.6662 4.0705
O 0.9906 1.7482 -3.5915
H 0.4129 2.0067 -4.3476
H 0.2594 1.5807 -2.8964
O -3.2789 -1.1635 0.0583
H -2.9349 -1.1643 0.9791
H -2.5259 -1.1928 -0.5421
O 2.9316 0.0067 -3.0660
H 3.5374 0.6846 -2.7161
H 2.1193 0.5343 -3.3252
O -3.4372 1.4125 -0.5930
H -3.4910 0.3919 -0.6022
H -3.3269 1.5764 0.3529
O -0.9748 2.2349 -1.4136
H -1.9173 1.9092 -1.2225
H -0.8476 3.1168 -1.7293
O 3.1298 -1.5427 -0.8526
H 3.8994 -2.0837 -0.7951
H 2.9628 -1.2796 -1.7767

Force components x, y, z for each atom (eV/Å):
C 0.734 0.426 0.313
C 1.578 2.272 -1.703
N 0.540 -0.110 -0.578
C -0.137 -1.723 1.712
N -1.130 0.346 -0.398
C -1.115 -1.742 -1.965
O 1.707 0.177 0.981
H -0.471 0.080 -1.409
H -0.381 -1.607 0.598
H -1.275 0.773 0.705
H 0.249 -0.301 0.624
H -0.185 0.167 -0.284
H -0.416 -0.636 1.200
H 0.375 0.760 0.165
H -0.827 0.855 -0.582
H 0.268 -0.519 -0.303
H 0.147 1.240 1.415
O -2.839 0.087 0.542
H 0.959 -0.305 0.469
H 1.424 0.469 -0.759
O -0.224 -0.284 -0.257
H 0.005 0.329 -0.534
H 0.467 -0.520 0.357
O -0.449 0.820 -0.135
H -0.349 -0.459 -0.183
H 1.004 -0.532 0.093
O 0.187 -1.246 -0.179
H -0.157 1.572 0.426
H -0.098 0.015 -0.055
O 0.034 -1.981 0.268
H 0.758 1.146 -0.316
H -0.733 0.754 -0.075
O -0.854 0.154 0.128
H 0.787 -0.561 -0.347
H 0.418 0.084 0.064

## Properties
Highest occupied orbital energy ... -9.470 eV
HOMO-LUMO gap ... 0.366 hartree
Structure (SMILES) ... C[C@@H](N)CNC=O.O.O.O.O.O.O
ΔE to the lowest compared entry with this formula, charge and spin ... 214.79 kJ/mol

(4)
The following is a DFT calculation (ωB97M-V/def2-TZVPD) of a 8-piece molecular cluster, C4H24N2O8S overall at a distorted geometry.

Geometry (Å):
N -0.3041 -3.3820 -0.4109
C 0.0652 -2.0778 -1.0226
C 1.5901 -1.8363 -0.9443
C 1.8255 -0.6326 -1.8771
S 3.5451 -0.1676 -1.7293
N 2.1196 -1.7400 0.3923
C 1.8914 -0.6627 1.2122
O 1.2907 0.3037 0.7617
H -0.5630 -3.2810 0.5512
H -1.0987 -3.7637 -0.9178
H -0.5230 -1.1830 -0.6601
H -0.3505 -1.9730 -2.0389
H 1.9534 -2.7602 -1.3751
H 1.5108 -0.9901 -2.8903
H 1.2594 0.2595 -1.5648
H 4.1706 -0.7694 -2.7029
H 2.5240 -2.5910 0.7404
H 2.1718 -0.7173 2.2269
O -3.6153 -0.0457 0.6093
H -3.1510 -0.2167 1.4402
H -3.6287 0.8569 0.2859
O -1.7109 1.0130 -1.2815
H -1.4645 1.3328 -0.4004
H -2.4076 0.3944 -0.9818
O 0.6130 3.3799 -0.8293
H 0.6717 2.7460 -0.1021
H -0.3070 3.4119 -1.1140
O -0.7662 2.6645 1.4957
H -0.4020 3.4443 1.0031
H -0.3149 2.8866 2.3299
O -3.1916 -2.1826 -0.9717
H -3.8707 -1.5550 -1.2089
H -2.8928 -2.0743 -0.0639
O -1.4012 -0.0845 2.2269
H -0.8475 0.5133 1.7148
H -0.9817 -0.3747 3.0388
O 2.0079 4.1364 2.0320
H 2.8510 3.6729 1.9233
H 1.7315 4.0452 1.1032

Force components x, y, z for each atom (eV/Å):
N 0.150 0.578 -1.131
C -1.406 0.862 0.948
C -2.355 0.347 -1.225
C 0.235 -1.006 -0.271
S 0.593 1.499 0.646
N -0.116 0.470 1.240
C -1.191 -0.784 -3.196
O 0.142 0.532 0.682
H -0.158 0.111 0.405
H 0.098 0.057 0.286
H 0.803 -0.848 0.640
H 0.831 -0.863 -0.098
H 0.778 0.024 -0.127
H 0.474 0.706 0.735
H 0.091 -0.610 -0.280
H 0.038 -0.696 -0.895
H 0.137 0.145 0.320
H 0.805 -0.369 1.365
O -0.902 -0.712 -0.629
H 0.368 1.041 -0.072
H 0.152 0.283 1.020
O -0.574 -0.135 0.848
H 0.466 0.252 -0.230
H 0.449 -0.157 -0.688
O 0.343 0.425 0.263
H -0.101 -0.579 -0.525
H 0.044 -0.268 -0.068
O 0.900 1.636 0.029
H -0.931 -0.808 0.121
H -0.309 -0.664 0.142
O 0.689 -1.230 -0.780
H -0.101 0.279 0.697
H -0.541 0.567 -0.241
O -0.841 -0.560 0.049
H 0.571 0.080 0.310
H 0.361 0.306 -0.168
O 0.272 -0.577 -1.003
H 0.099 0.099 0.698
H -0.360 0.569 0.185

## Properties
Highest occupied orbital energy ... -8.739 eV
HOMO-LUMO gap ... 0.328 hartree
Structure (SMILES) ... NC[C@@H](CS)NC=O.O.O.O.O.O.O.O
ΔE to the lowest compared entry with this formula, charge and spin ... 241.54 kJ/mol

Values of E_LUMO, in order: 2.411 0.261 0.486 0.174, all in eV.